1.
{
  "formula": "C4H11N2S",
  "method": "wB97M-V/def2-TZVPD",
  "symbols": ["C", "C", "C", "S", "N", "C", "N", "H", "H", "H", "H", "H", "H", "H", "H", "H", "H", "H"],
  "xyz": [[1.0116, -0.5338, -1.6225], [0.1092, -0.9642, -0.4612], [-1.3466, -0.5456, -0.8955], [-1.8654, -1.6259, -2.3915], [0.2413, -0.5200, 0.9971], [0.0907, 1.0495, 1.0944], [0.1815, 1.5173, 2.5092], [2.2629, -0.8567, -1.5163], [0.5723, -0.9322, -2.5822], [1.0261, 0.5693, -1.6135], [0.3813, -2.0764, -0.4650], [-1.8908, -0.8800, -0.0261], [-1.3828, 0.4689, -1.3485], [1.1918, -0.6426, 1.1814], [-0.9006, 1.1335, 0.6677], [0.7071, 1.7857, 0.4368], [0.3470, 0.9814, 3.3011], [-0.7367, 2.0717, 2.7346]],
  "forces_ev_per_a": [[3.489, 0.659, 0.591], [-0.344, -0.938, -0.505], [1.353, -2.739, -1.896], [-0.058, 0.522, 0.817], [-0.075, 3.213, -2.004], [0.090, -1.410, 0.147], [-3.180, 3.707, -1.793], [-3.558, 0.663, -0.223], [0.495, 0.329, 1.129], [0.133, -0.179, -0.534], [-1.581, 1.080, 0.460], [-1.016, 0.911, 0.098], [-0.131, -0.425, 1.216], [2.095, -0.623, 0.773], [-0.366, 0.521, 0.506], [-0.201, -1.816, 0.964], [0.422, -2.032, 0.791], [2.433, -1.442, -0.538]],
  "nbo_charge": [-0.63, -0.09, -0.55, -0.75, -0.61, -0.08, -0.89, 0.15, 0.28, 0.18, 0.20, 0.21, 0.21, 0.33, 0.19, 0.15, 0.37, 0.35],
  "lumo_energy_ev": 3.7,
  "smiles": "C[C@H](C[S-])NCN",
  "gap_ev": 6.1,
  "mol_weight_g_mol": 119.2,
  "de_lowest_ev": 2.963,
  "homo_ev": -2.43,
  "total_charge": -1,
  "e_tot_ev": -18140.13527
}

---

2.
{
  "formula": "C4H11N2S",
  "method": "wB97M-V/def2-TZVPD",
  "symbols": ["C", "N", "C", "C", "S", "C", "N", "H", "H", "H", "H", "H", "H", "H", "H", "H", "H", "H"],
  "xyz": [[-1.5631, 0.1280, -1.8650], [-0.1275, -0.2535, -1.5119], [-0.0239, -0.6731, -0.1542], [0.2402, 0.5123, 0.9065], [-0.4120, 2.1454, 0.4479], [1.1949, -1.6253, 0.1090], [1.2268, -2.2183, 1.4526], [-1.9021, -0.9117, -2.0330], [-1.6458, 0.5506, -2.8731], [-2.1832, 0.6034, -1.1175], [0.2056, 0.7250, -1.5494], [-1.0103, -1.0640, 0.1982], [-0.2933, 0.0652, 1.7659], [1.2688, 0.5136, 1.2856], [1.2545, -2.4825, -0.5753], [2.0363, -0.9603, 0.0147], [1.0487, -1.5522, 2.1970], [0.4318, -2.8393, 1.5847]],
  "forces_ev_per_a": [[0.515, -3.554, -0.788], [-1.000, 2.732, -1.323], [0.632, 0.527, 2.048], [-1.321, -0.906, 0.247], [0.359, -0.164, 0.168], [-1.619, -0.198, 0.077], [-0.291, -0.360, 0.632], [-1.012, 0.343, 0.101], [0.379, 0.481, 0.436], [0.352, 0.438, 0.191], [0.928, -0.488, 0.434], [0.718, -0.401, -0.485], [-0.080, 0.703, 0.141], [0.266, 0.261, -0.608], [0.036, 0.438, -0.204], [0.679, -0.139, -0.310], [0.369, 0.474, -0.316], [0.091, -0.187, -0.441]],
  "nbo_charge": [-0.43, -0.67, -0.08, -0.55, -0.69, -0.21, -0.85, 0.16, 0.18, 0.21, 0.38, 0.16, 0.16, 0.16, 0.18, 0.19, 0.35, 0.33],
  "lumo_energy_ev": 4.1,
  "smiles": "CN[C@@H](CN)C[S-]",
  "gap_ev": 6.7,
  "mol_weight_g_mol": 119.2,
  "de_lowest_ev": 1.500,
  "homo_ev": -2.62,
  "total_charge": -1,
  "e_tot_ev": -18141.59840
}

---

3.
{
  "formula": "C4H11N2S",
  "method": "wB97M-V/def2-TZVPD",
  "symbols": ["N", "C", "C", "S", "C", "N", "C", "H", "H", "H", "H", "H", "H", "H", "H", "H", "H", "H"],
  "xyz": [[1.0916, 0.8406, -1.1152], [0.9347, -0.3370, -0.2164], [2.0570, -0.6899, 0.7730], [3.6818, 0.1866, 0.6502], [-0.3618, 0.0531, 0.6200], [-1.4974, -0.3531, -0.2122], [-2.6969, 0.4580, -0.2649], [1.8652, 0.5402, -1.7214], [1.7066, 1.4203, -0.5248], [0.6487, -1.2526, -0.7424], [2.3769, -1.6659, 0.4265], [1.7853, -0.8781, 1.8151], [-0.4925, -0.5942, 1.5127], [-0.4651, 1.0809, 0.9621], [-1.3169, -0.7288, -1.1226], [-3.1905, 0.5858, 0.7201], [-2.6480, 1.4273, -0.7618], [-3.4788, -0.0931, -0.7981]],
  "forces_ev_per_a": [[1.758, -1.166, 0.185], [-2.157, 1.905, 2.404], [1.926, -0.993, -0.932], [-0.476, 0.539, 0.080], [-0.476, -2.353, -0.785], [-1.664, 0.586, 0.164], [-0.784, -0.685, 0.450], [-0.354, 0.087, -0.415], [-0.382, 0.368, 0.060], [0.111, 0.287, -0.335], [-0.084, -0.563, 0.169], [-0.515, 0.605, -0.127], [0.707, 0.423, -0.071], [0.481, 0.320, -0.381], [0.695, 0.236, -0.129], [0.651, 0.148, -0.128], [0.424, 0.383, 0.054], [0.140, -0.127, -0.262]],
  "nbo_charge": [-0.86, -0.06, -0.56, -0.74, -0.20, -0.66, -0.40, 0.35, 0.38, 0.16, 0.19, 0.19, 0.16, 0.18, 0.36, 0.17, 0.16, 0.18],
  "lumo_energy_ev": 3.6,
  "smiles": "CNC[C@@H](N)C[S-]",
  "gap_ev": 6.1,
  "mol_weight_g_mol": 119.2,
  "de_lowest_ev": 1.575,
  "homo_ev": -2.43,
  "total_charge": -1,
  "e_tot_ev": -18141.52314
}

---

4.
{
  "formula": "C4H11N2S",
  "method": "wB97M-V/def2-TZVPD",
  "symbols": ["C", "C", "S", "H", "H", "H", "H", "H", "C", "N", "C", "N", "H", "H", "H", "H", "H", "H"],
  "xyz": [[-1.0979, -1.4095, -1.5087], [-1.8949, -1.4887, -0.2130], [-1.0657, -0.7559, 1.1928], [-0.1287, -1.9038, -1.4362], [-0.8776, -0.3702, -1.7414], [-1.6071, -1.8932, -2.3432], [-2.1275, -2.5317, 0.0352], [-2.8455, -0.9641, -0.3510], [0.3987, 2.2480, 0.3696], [1.7297, -0.2568, 0.2888], [1.9779, 0.8032, -0.5243], [1.3748, 1.9315, -0.6932], [-0.6502, 2.1440, 0.0558], [0.5557, 3.2735, 0.6881], [0.4651, 1.5590, 1.2277], [0.7037, -0.4534, 0.5763], [2.3058, -1.0536, 0.0739], [2.8334, 0.7504, -1.1996]],
  "forces_ev_per_a": [[0.475, -0.116, -0.003], [-0.018, 0.046, -0.584], [-1.313, -0.378, 0.552], [0.002, -0.072, 0.226], [-0.116, 0.084, -0.224], [-0.239, 0.199, 0.048], [-0.033, 0.156, 0.187], [-0.036, -0.161, 0.215], [-0.305, -0.720, -0.386], [-1.048, -0.047, 0.391], [0.127, 1.485, -1.684], [-0.270, -0.644, 1.727], [0.137, 0.215, -0.329], [-0.050, 0.090, 0.104], [0.292, 0.422, 0.054], [2.411, 0.289, -0.569], [-0.136, -0.121, 0.145], [0.119, -0.726, 0.129]],
  "mulliken_spin": [0.02, -0.06, 0.98, 0.00, 0.00, 0.00, 0.05, 0.02, 0.02, 0.00, -0.01, 0.00, -0.01, 0.00, -0.01, -0.01, 0.00, 0.00],
  "lumo_energy_ev": [0.7, -2.6],
  "spin_multiplicity": 2,
  "gap_ev": [9.1, 5.9],
  "mol_weight_g_mol": 119.2,
  "de_lowest_ev": 0.870,
  "homo_ev": [-8.47, -8.46],
  "total_charge": 0,
  "e_tot_ev": -18139.64762,
  "s_squared": 0.753
}

---

5.
{
  "formula": "C4H11N2S",
  "method": "wB97M-V/def2-TZVPD",
  "symbols": ["C", "C", "C", "C", "N", "N", "S", "H", "H", "H", "H", "H", "H", "H", "H", "H", "H", "H"],
  "xyz": [[0.5802, -0.8048, -0.1822], [-1.2431, 0.1047, -1.3738], [-0.9023, 0.7414, 0.9848], [-0.7769, -0.3411, -0.0536], [2.0488, 0.7346, -0.3890], [1.0678, -1.9517, -0.0341], [3.5621, 0.3902, -0.0409], [-2.3238, 0.3877, -1.2710], [-0.7373, 0.9219, -1.9740], [-1.3027, -0.7953, -2.2122], [-0.3686, 1.6964, 0.7084], [-0.6294, 0.4167, 1.9943], [-1.8754, 1.0869, 0.9280], [-1.4426, -1.2078, 0.1950], [1.6075, 1.4267, 0.2073], [0.3641, -2.7806, 0.0778], [2.1264, -2.1743, -0.1703], [3.7023, 0.9862, 1.1481]],
  "forces_ev_per_a": [[3.224, 2.669, 1.089], [-2.113, -0.648, -5.213], [2.040, 1.022, 0.210], [-0.233, -1.136, 0.415], [-3.333, -1.411, -1.098], [0.235, -2.814, -0.514], [1.297, -0.403, 0.091], [0.939, -0.045, -0.132], [-0.179, -0.748, 1.381], [0.298, 1.984, 2.294], [0.008, -1.152, 0.241], [-0.136, 0.179, -0.224], [-2.289, 0.351, 0.415], [0.499, 0.441, 0.210], [-0.079, -0.092, 0.015], [1.928, 1.514, -0.197], [-2.207, 0.583, 0.448], [0.101, -0.294, 0.569]],
  "nbo_charge": [0.62, -0.62, -0.59, -0.41, -0.78, -0.71, 0.43, 0.25, 0.25, 0.23, 0.21, 0.23, 0.24, 0.24, 0.39, 0.44, 0.45, 0.10],
  "lumo_energy_ev": -4.8,
  "gap_ev": 8.0,
  "mol_weight_g_mol": 119.2,
  "de_lowest_ev": 4.309,
  "homo_ev": -12.81,
  "total_charge": 1,
  "e_tot_ev": -18131.21013
}

---

6.
{
  "formula": "C4H11N2S",
  "method": "wB97M-V/def2-TZVPD",
  "symbols": ["C", "C", "C", "C", "N", "N", "S", "H", "H", "H", "H", "H", "H", "H", "H", "H", "H", "H"],
  "xyz": [[0.9671, -1.0441, 1.0959], [-2.5064, 1.2752, -1.3075], [2.6682, 0.4885, -0.1594], [-1.0174, -0.4212, -0.1627], [0.4248, -2.0705, 1.7472], [-1.2393, 0.7822, -0.5513], [2.3329, -1.2257, 0.1325], [0.7248, -0.0283, 1.5436], [-3.3822, 0.7141, -1.2307], [-2.7728, 2.2247, -0.9163], [-2.0561, 1.5316, -2.3136], [1.9992, 1.1961, 0.3865], [2.2533, 0.6465, -1.0858], [3.7654, 0.7147, -0.1004], [-1.7939, -1.2715, -0.2040], [0.5502, -3.1144, 1.4506], [-0.5083, 1.4891, -0.5973], [-0.4095, -1.8872, 2.2726]],
  "forces_ev_per_a": [[-1.694, 1.052, 1.342], [3.817, 1.666, -0.744], [0.538, 1.159, 1.270], [1.224, -0.642, 0.539], [0.461, -2.730, -0.796], [-3.114, -0.903, -1.204], [0.270, -0.519, 0.338], [0.628, -1.578, -0.670], [-0.750, -1.736, -0.177], [-0.048, 1.014, 0.684], [-1.262, -0.807, 0.698], [1.041, -0.729, 0.627], [-0.020, 0.478, -2.812], [-1.263, -0.105, -0.005], [0.411, 1.879, -0.338], [-0.150, 2.888, 0.640], [0.010, -0.327, 0.364], [-0.099, -0.059, 0.242]],
  "nbo_charge": [-0.03, -0.43, -0.76, -0.04, -0.75, -0.51, 0.44, 0.25, 0.24, 0.22, 0.22, 0.23, 0.23, 0.27, 0.17, 0.43, 0.40, 0.41],
  "lumo_energy_ev": -3.2,
  "gap_ev": 8.9,
  "mol_weight_g_mol": 119.2,
  "de_lowest_ev": 3.625,
  "homo_ev": -12.19,
  "total_charge": 1,
  "e_tot_ev": -18131.89443
}

---

7.
{
  "formula": "C4H11N2S",
  "method": "wB97M-V/def2-TZVPD",
  "symbols": ["C", "C", "C", "C", "N", "N", "S", "H", "H", "H", "H", "H", "H", "H", "H", "H", "H", "H"],
  "xyz": [[-0.3157, -1.0152, 0.2078], [1.5514, 0.6161, 0.0889], [-0.5273, 1.2076, -1.2000], [0.0317, 0.5452, 0.1198], [-0.0584, -1.7586, -0.8020], [-0.7507, -1.5000, 1.3416], [-0.4718, 1.2587, 1.7292], [1.7924, 1.5689, -0.1711], [2.0560, 0.5341, 1.2069], [1.9654, -0.0382, -0.6154], [0.4018, 1.4343, -1.7841], [-1.1939, 0.6268, -1.7351], [-0.9791, 2.1580, -1.0347], [0.0400, -1.4421, -1.7851], [-0.4331, -2.6349, -0.8549], [-0.5760, -0.9253, 2.1885], [-0.8475, -2.5001, 1.4909], [-1.6851, 1.8647, 1.6087]],
  "forces_ev_per_a": [[0.143, 3.101, 1.375], [0.264, -0.937, 4.695], [3.034, 0.533, 1.244], [-1.313, -1.300, 0.014], [0.554, 0.872, -3.524], [0.512, -0.456, 0.857], [0.326, 1.149, 0.354], [0.771, 2.822, -0.860], [-1.266, -0.381, -2.870], [0.728, -1.175, -0.793], [-1.076, -0.319, -0.007], [-1.307, -1.341, -1.074], [-0.387, 0.641, 0.477], [0.230, 0.573, 1.295], [-0.863, -3.146, 0.397], [-0.682, -0.256, -0.801], [0.004, 0.169, -0.158], [0.331, -0.550, -0.619]],
  "nbo_charge": [0.57, -0.61, -0.62, -0.18, -0.72, -0.72, -0.01, 0.23, 0.24, 0.22, 0.23, 0.22, 0.25, 0.43, 0.41, 0.45, 0.42, 0.17],
  "lumo_energy_ev": -3.2,
  "smiles": "CC(C)(S)C(N)=[NH2+]",
  "gap_ev": 10.4,
  "mol_weight_g_mol": 119.2,
  "de_lowest_ev": 0.574,
  "homo_ev": -13.61,
  "total_charge": 1,
  "e_tot_ev": -18134.94464
}

---

8.
{
  "formula": "C4H11N2S2",
  "method": "wB97M-V/def2-TZVPD",
  "symbols": ["C", "C", "C", "C", "N", "N", "S", "S", "H", "H", "H", "H", "H", "H", "H", "H", "H", "H", "H"],
  "xyz": [[-1.4298, -0.7537, 0.7673], [0.1161, 1.1964, -0.6369], [1.3633, -1.0230, -0.1759], [0.5796, 0.1828, 0.2738], [-1.4074, -1.8219, 1.5877], [-2.4866, -0.2567, 0.1971], [2.9817, -0.4567, -0.8169], [1.0386, 0.9303, 1.8396], [-0.4976, 0.8286, -1.4187], [0.9929, 1.3418, -1.2243], [-0.1737, 2.2351, -0.3807], [1.5068, -1.8350, 0.4802], [0.8450, -1.3700, -1.1109], [-0.5385, -2.0864, 2.0253], [-2.1786, -2.1458, 2.1017], [-2.3425, 0.4586, -0.5410], [-3.4186, -0.5330, 0.2450], [2.3744, 0.0228, -1.7867], [1.4199, -0.2390, 2.3523]],
  "forces_ev_per_a": [[2.554, -0.872, 0.099], [0.461, 1.357, -1.677], [-0.933, 1.164, -2.996], [-1.953, -0.863, 4.021], [0.747, 1.751, -0.982], [1.661, 1.598, -1.256], [1.395, -1.319, 2.740], [-0.241, -0.628, -0.777], [-1.140, -0.560, -0.582], [1.066, 0.701, -0.654], [-0.040, -0.992, 0.756], [-0.077, -0.613, 1.073], [0.324, -0.210, 1.067], [0.143, 0.228, -0.221], [-1.487, -0.503, 0.433], [0.027, -0.613, 0.976], [-1.798, -0.968, 0.561], [-0.996, 1.370, -2.922], [0.289, -0.027, 0.342]],
  "nbo_charge": [0.46, -0.77, -0.62, 0.08, -0.77, -0.75, 0.10, 0.15, 0.24, 0.27, 0.28, 0.25, 0.25, 0.41, 0.40, 0.42, 0.41, 0.09, 0.12],
  "lumo_energy_ev": -3.8,
  "gap_ev": 9.1,
  "mol_weight_g_mol": 151.3,
  "de_lowest_ev": 1.791,
  "homo_ev": -12.94,
  "total_charge": 1,
  "e_tot_ev": -28968.35477
}

---

9.
{
  "formula": "C4H11N3",
  "method": "wB97M-V/def2-TZVPD",
  "symbols": ["C", "C", "N", "C", "N", "H", "H", "H", "H", "H", "H", "H", "H", "C", "N", "H", "H", "H"],
  "xyz": [[-1.0792, -2.0859, 0.0586], [1.4924, 0.3054, 1.1424], [-1.0029, -1.2877, -1.1561], [0.9313, 0.7571, -0.1715], [1.5741, 0.5756, -1.2787], [-0.1167, -1.4570, -1.6347], [1.0775, 0.9813, -2.0779], [-0.1144, -2.0834, 0.5729], [-1.8246, -1.6665, 0.7392], [-1.3458, -3.1192, -0.1732], [2.2016, 1.0499, 1.5108], [0.6923, 0.1868, 1.8771], [2.0219, -0.6431, 1.0141], [-0.1797, 1.8558, -0.0865], [-1.1855, 1.6973, 0.7001], [-1.8444, 2.4803, 0.6068], [-0.0008, 2.7749, -0.6682], [-1.2971, -0.3215, -0.9755]],
  "forces_ev_per_a": [[0.216, 0.153, -0.029], [-0.319, -0.678, -0.084], [-0.723, -0.217, -0.079], [0.887, 2.402, -1.299], [-1.125, -0.538, 1.288], [-0.584, 0.848, 0.270], [0.159, 0.282, 0.240], [-0.033, -0.193, 0.322], [0.047, -0.121, -0.117], [-0.040, 0.017, 0.091], [-0.089, 0.047, -0.038], [0.121, 0.023, -0.056], [-0.036, 0.182, 0.031], [-0.430, -1.196, 1.105], [0.899, 0.278, -1.243], [0.310, -0.135, 0.172], [-0.100, -0.418, -0.118], [0.838, -0.735, -0.459]],
  "nbo_charge": [-0.41, -0.69, -0.87, 0.27, -0.61, 0.37, 0.33, 0.16, 0.20, 0.18, 0.24, 0.24, 0.24, 0.05, -0.60, 0.34, 0.17, 0.37],
  "lumo_energy_ev": 0.3,
  "smiles": "[H]/N=C(C)\\C=N\\[H].CN",
  "gap_ev": 8.9,
  "mol_weight_g_mol": 101.2,
  "de_lowest_ev": 2.496,
  "homo_ev": -8.60,
  "total_charge": 0,
  "e_tot_ev": -8795.12338
}

---

10.
{
  "formula": "C4H11N3",
  "method": "wB97M-V/def2-TZVPD",
  "symbols": ["C", "C", "C", "N", "C", "N", "N", "H", "H", "H", "H", "H", "H", "H", "H", "H", "H", "H"],
  "xyz": [[-0.5100, 1.2333, -1.0428], [-0.0740, 1.2701, 0.4467], [0.9646, 0.2778, 0.9136], [-0.9609, -2.8707, 0.6731], [-0.2319, -1.8632, 0.4274], [0.4848, -1.0718, 1.2870], [0.3887, 0.4466, -1.9317], [-1.5215, 0.8516, -1.1733], [-0.5282, 2.2777, -1.3414], [-0.9882, 1.1940, 1.0464], [0.2671, 2.2791, 0.6500], [1.6285, 0.0065, 0.1020], [1.5110, 0.6811, 1.7595], [-1.3389, -2.9318, 1.6152], [0.0053, -1.6234, -0.6109], [0.2632, -1.1971, 2.2649], [-0.1863, -0.1029, -2.5604], [0.8267, 1.1431, -2.5255]],
  "forces_ev_per_a": [[0.279, -0.442, 0.024], [-0.892, 0.152, -0.037], [-0.155, -1.409, -0.449], [-1.058, 0.143, -0.428], [0.874, -0.036, -0.147], [-0.760, 0.641, 0.924], [-0.349, 0.912, -0.056], [-0.044, -0.028, 0.310], [-0.167, 0.074, -0.341], [0.131, -0.191, 0.126], [0.407, 0.165, 0.066], [0.515, 0.809, -0.207], [0.173, -0.104, 0.017], [0.640, -0.068, 0.289], [0.052, -0.155, -0.010], [-0.092, -0.021, -0.005], [0.088, -0.064, 0.041], [0.358, -0.378, -0.117]],
  "nbo_charge": [-0.23, -0.44, -0.23, -0.73, 0.29, -0.62, -0.85, 0.19, 0.18, 0.21, 0.21, 0.23, 0.21, 0.33, 0.16, 0.37, 0.36, 0.36],
  "lumo_energy_ev": 0.9,
  "smiles": "[H]/N=C\\NCCCN",
  "gap_ev": 9.6,
  "mol_weight_g_mol": 101.2,
  "de_lowest_ev": 1.759,
  "homo_ev": -8.67,
  "total_charge": 0,
  "e_tot_ev": -8795.86015
}